1.
Here is a 2-piece molecular cluster, C4H7NO overall in a non-equilibrium geometry from the Open Molecules 2025 dataset. Energies are from ωB97M-V/def2-TZVPD.

XYZ file:
```
13
Properties=species:S:1:pos:R:3:forces:R:3
O 2.404 1.854 -0.016 0.618 0.998 -0.214
N -2.757 -1.266 0.273 -0.281 -1.663 0.348
C 1.855 -0.606 -0.433 0.014 1.767 1.109
C 0.832 -0.051 0.164 -2.732 -0.895 -0.483
C 2.081 0.605 0.526 0.473 -1.250 -1.602
C -2.893 -0.254 -0.487 -0.109 -1.792 2.032
H -1.982 0.112 -0.961 -0.487 0.378 -0.183
H -3.618 -1.753 0.737 1.574 1.957 -1.206
H 2.567 0.419 1.445 0.358 -0.123 1.120
H -3.860 0.177 -0.460 -0.770 1.187 -1.078
H 2.368 -1.229 -1.150 -0.357 -0.089 0.182
H -0.352 -0.111 0.270 2.979 0.272 -0.075
H 3.356 2.102 0.093 -1.281 -0.745 0.050
```
Forces are in eV/Å.

Values from the calculation:
- SMILES: OC1C=C1.C=N
- HOMO: -9.20 eV
- Gap between HOMO and LUMO: 10.30 eV
- ΔE to the lowest compared entry with this formula, charge and spin: 5.106 eV
- Net charge: 0
- LUMO energy: 1.1 eV


2.
Here is a 3-piece molecular cluster, C4H14NO3 overall from the Open Molecules 2025 dataset. Energies are from ωB97M-V/def2-TZVPD.

XYZ file:
```
22
Properties=species:S:1:pos:R:3:forces:R:3
O 2.462 -0.825 -2.437 0.399 -0.150 -0.314
O -1.001 -2.461 2.867 0.114 -0.087 -0.112
O -0.298 -0.942 -1.995 0.099 -0.132 -0.033
N 1.409 -0.107 -0.063 0.904 0.000 -0.280
C -1.719 2.039 0.482 -0.350 -0.027 0.532
C -0.805 -0.610 -0.961 0.056 -0.008 0.074
C -0.039 0.157 0.105 -0.639 0.363 0.140
C -0.326 1.658 -0.010 0.586 0.538 0.058
H -0.931 -3.408 2.687 -0.073 0.217 0.132
H -0.388 -0.172 1.091 0.409 -0.151 -0.066
H 0.432 2.181 0.586 -0.105 -0.092 0.081
H 1.933 -1.398 -3.006 -0.220 0.163 0.149
H -1.202 -2.395 3.809 0.011 -0.050 -0.129
H -2.250 2.632 -0.247 -0.161 0.074 -0.210
H 1.671 -1.059 0.199 -0.092 -0.010 0.149
H -1.716 2.613 1.414 0.293 -0.026 -0.200
H -0.153 2.031 -1.026 -0.103 -0.357 -0.006
H -1.855 -0.826 -0.729 -0.157 0.075 -0.009
H 2.025 0.539 0.434 -0.382 -0.004 0.471
H -2.326 1.167 0.720 -0.088 -0.110 -0.197
H 3.320 -0.778 -2.875 0.040 0.099 0.097
H 1.758 -0.035 -1.046 -0.543 -0.324 -0.326
```
Forces are in eV/Å.

Values from the calculation:
- HOMO: -14.27 eV
- Gap between HOMO and LUMO: 11.16 eV
- ΔE to the lowest compared entry with this formula, charge and spin: 0.528 eV
- Net charge: +1
- LUMO energy: -3.1 eV


3.
Here is an isolated molecule of C6H2ClF3 in a non-equilibrium geometry from the Open Molecules 2025 dataset. Energies are from ωB97M-V/def2-TZVPD.

XYZ file:
```
12
Properties=species:S:1:pos:R:3:forces:R:3
Cl 0.103 1.534 2.778 0.001 0.062 -0.079
F -1.256 1.114 0.681 0.028 -0.031 0.008
F 0.717 2.008 -0.594 -0.124 -0.442 0.029
F -0.032 0.115 -3.496 0.046 -0.018 0.341
C 0.084 0.177 -2.192 -0.030 0.151 0.909
C -0.001 -0.559 -0.955 0.247 1.143 -0.622
C 0.087 -0.732 1.318 -0.053 0.365 -0.294
C -0.309 0.537 1.432 -0.454 -0.574 1.978
C 0.312 0.861 -1.078 0.424 -0.244 -2.656
C -0.113 -1.415 0.046 -0.106 -0.308 0.297
H 0.693 -1.170 2.093 0.078 0.070 0.206
H -0.285 -2.471 -0.033 -0.057 -0.173 -0.117
```
Forces are in eV/Å.

Values from the calculation:
- SMILES: FC1=C(F)C1=C/C=C(\F)Cl
- HOMO: -8.20 eV
- Gap between HOMO and LUMO: 8.72 eV
- Net charge: 0
- LUMO energy: 0.5 eV


What is the gap between HOMO and LUMO in the first record?
10.30 eV


Copy entry 1 word for word.
Here is a 2-piece molecular cluster, C4H7NO overall in a non-equilibrium geometry from the Open Molecules 2025 dataset. Energies are from ωB97M-V/def2-TZVPD.

XYZ file:
```
13
Properties=species:S:1:pos:R:3:forces:R:3
O 2.404 1.854 -0.016 0.618 0.998 -0.214
N -2.757 -1.266 0.273 -0.281 -1.663 0.348
C 1.855 -0.606 -0.433 0.014 1.767 1.109
C 0.832 -0.051 0.164 -2.732 -0.895 -0.483
C 2.081 0.605 0.526 0.473 -1.250 -1.602
C -2.893 -0.254 -0.487 -0.109 -1.792 2.032
H -1.982 0.112 -0.961 -0.487 0.378 -0.183
H -3.618 -1.753 0.737 1.574 1.957 -1.206
H 2.567 0.419 1.445 0.358 -0.123 1.120
H -3.860 0.177 -0.460 -0.770 1.187 -1.078
H 2.368 -1.229 -1.150 -0.357 -0.089 0.182
H -0.352 -0.111 0.270 2.979 0.272 -0.075
H 3.356 2.102 0.093 -1.281 -0.745 0.050
```
Forces are in eV/Å.

Values from the calculation:
- SMILES: OC1C=C1.C=N
- HOMO: -9.20 eV
- Gap between HOMO and LUMO: 10.30 eV
- ΔE to the lowest compared entry with this formula, charge and spin: 5.106 eV
- Net charge: 0
- LUMO energy: 1.1 eV